{
  "formula": "C7H10NO2S2",
  "method": "the ωB97M-V functional and the def2-TZVPD basis",
  "elements": ["C", "C", "C", "C", "S", "N", "C", "C", "O", "O", "C", "S", "H", "H", "H", "H", "H", "H", "H", "H", "H", "H"],
  "coordinates": [[-1.01482, -1.00805, 1.75519], [0.00954, -1.57950, 0.70453], [-0.85023, -2.29195, -0.31412], [0.91056, -0.51270, -0.01423], [2.05884, -1.31855, -1.15840], [-0.06173, 0.50920, -0.88904], [0.20654, 1.71673, -0.69780], [-0.70338, 2.91514, -1.52849], [-0.06555, 3.23450, -2.51170], [-1.68888, 3.27626, -0.96761], [1.20270, 2.14979, 0.33885], [1.78926, 0.61440, 1.16531], [-0.60305, -0.58065, 2.71652], [-1.77165, -1.81819, 1.97487], [-1.62959, -0.25882, 1.22479], [0.60816, -2.46995, 1.08500], [-1.76619, -1.71071, -0.65373], [-1.25360, -3.22963, 0.14002], [-0.26255, -2.49236, -1.24901], [1.90305, -0.70990, -2.21969], [2.03463, 2.74055, -0.01483], [0.94794, 2.82441, 1.11357]],
  "energy_ev": -34677.1129,
  "lumo_energy_ev": 2.959,
  "e_above_lowest_kj_mol": 27.84,
  "total_charge": -1,
  "fmax_ha_per_bohr": 0.0810,
  "homo_lumo_gap_ev": 7.30,
  "smiles": "CC(C)[C@@]1(S)N=C(C(=O)[O-])CS1"
}